# 1
Molecular formula: C61H49Br2FGeN5OS2Sr
Method: DFT, ωB97M-V/def2-TZVPD

Geometry as XYZ:
```
123
Properties=species:S:1:pos:R:3:lowdin_spin:R:1
Sr -0.347 0.209 -0.895 0.00
Br -5.548 1.750 -0.939 0.00
Br -6.217 -0.404 -6.108 0.00
Ge 0.138 -2.272 1.285 0.01
S 2.701 -1.098 -1.600 0.44
S 3.762 -0.271 -3.935 0.45
F 0.776 1.544 -2.815 0.00
O -2.701 0.627 -1.319 0.00
N -1.669 -0.769 -3.361 0.00
N 2.689 -7.226 -3.052 0.00
N -1.876 0.418 1.381 0.00
N 0.679 2.553 -0.296 0.00
N 4.322 -5.926 -6.520 0.00
C 3.028 -2.431 -2.665 0.03
C 2.877 -6.102 -3.213 0.00
C -1.589 -3.227 1.695 0.00
C -5.088 -0.105 -4.600 0.00
C 3.190 -5.901 0.410 0.00
C -3.454 0.403 -2.308 0.00
C 0.269 -1.926 -4.193 0.00
C -2.457 2.222 4.304 0.00
C 0.510 -0.470 3.643 0.00
C -3.843 3.054 2.495 0.00
C 1.614 -2.327 5.359 0.00
C 2.787 -3.779 -2.440 0.01
C 3.645 -4.669 0.867 0.00
C 4.039 -5.205 -5.669 0.00
C 2.343 4.251 -0.979 0.00
C 1.407 -1.027 5.805 0.00
C -3.194 -4.317 3.163 0.00
C 0.532 3.183 0.955 0.00
C 3.119 -4.705 -3.428 0.00
C -3.751 -0.578 -4.600 0.00
C -1.136 -1.446 -4.354 0.00
C 1.347 2.834 2.058 0.00
C -2.050 3.629 -0.876 0.00
C 1.604 2.609 -2.505 0.00
C 1.359 -3.847 1.037 0.00
C -3.718 -4.052 0.841 0.00
C -1.420 4.663 0.053 0.00
C -1.972 -3.688 2.956 0.00
C -0.494 4.143 1.147 0.00
C -2.952 -0.334 -3.463 0.00
C 1.261 -2.686 4.063 0.00
C -2.496 -3.418 0.650 0.00
C -0.681 4.708 2.406 0.00
C 1.825 -6.110 0.271 0.00
C 2.623 0.778 1.025 0.00
C 2.570 1.916 2.035 0.00
C -3.147 -1.288 -5.659 0.00
C 0.691 -1.773 3.171 0.00
C -2.892 2.163 2.985 0.00
C 0.098 4.349 3.491 0.00
C 3.857 2.747 1.933 0.00
C -0.763 5.782 -0.762 0.00
C 3.931 -2.916 -4.855 0.01
C 1.096 3.413 3.303 0.00
C 1.507 3.126 -1.192 0.00
C -4.359 4.018 3.343 0.00
C 2.422 3.081 -3.492 0.00
C 0.926 -5.096 0.589 0.00
C -2.322 1.190 2.100 0.00
C -1.860 -1.715 -5.538 0.00
C 3.239 4.180 -3.228 0.00
C 0.854 -0.096 4.937 0.00
C -2.983 3.192 5.142 0.00
C 3.177 4.753 -1.966 0.00
C 2.739 -3.661 1.166 0.00
C 3.597 -1.992 -3.874 0.03
C 3.692 -4.270 -4.638 0.00
C -4.072 -4.505 2.104 0.00
C -3.927 4.088 4.662 0.00
C -5.591 0.567 -3.525 0.00
C -4.789 0.809 -2.406 0.00
H 3.795 5.614 -1.736 0.00
H 3.944 3.199 0.945 0.00
H 4.709 -4.487 0.966 0.00
H 3.117 -2.696 1.490 0.00
H 1.721 3.118 4.141 0.00
H -5.027 -4.992 2.263 0.00
H -1.306 -3.548 3.800 0.00
H -2.408 2.746 -0.346 0.00
H 1.445 -3.703 3.733 0.00
H -2.910 4.072 -1.387 0.00
H -1.706 1.523 4.652 0.00
H -1.501 6.242 -1.425 0.00
H 0.705 0.930 5.258 0.00
H -6.614 0.919 -3.531 0.00
H 0.543 -2.644 -4.965 0.00
H 2.057 -3.062 6.022 0.00
H -3.717 -1.492 -6.557 0.00
H -1.382 -2.268 -6.336 0.00
H 3.450 0.111 1.281 0.00
H 1.719 0.164 1.047 0.00
H 2.337 -4.114 -1.512 0.00
H -4.398 -4.180 0.007 0.00
H 2.421 2.579 -4.450 0.00
H -4.329 4.849 5.320 0.00
H -3.464 -4.661 4.156 0.00
H -5.093 4.721 2.972 0.00
H -1.478 5.434 2.536 0.00
H 2.794 1.134 0.011 0.00
H 4.728 2.104 2.084 0.00
H -4.154 2.985 1.460 0.00
H -0.354 6.559 -0.111 0.00
H 4.368 -2.589 -5.790 0.01
H -0.083 4.781 4.468 0.00
H 3.904 4.564 -3.990 0.00
H 3.879 3.543 2.680 0.00
H 0.972 -1.089 -4.232 0.00
H 0.100 0.285 2.979 0.00
H -2.247 -3.049 -0.342 0.00
H -2.250 5.127 0.602 0.00
H -0.138 -5.281 0.472 0.00
H 1.462 -7.058 -0.108 0.00
H 3.891 -6.682 0.141 0.00
H 0.389 -2.401 -3.220 0.00
H 2.307 4.733 -0.010 0.00
H -2.646 3.253 6.169 0.00
H 2.578 1.444 3.025 0.00
H 1.683 -0.742 6.814 0.00
H 0.049 5.393 -1.376 0.00
H -1.347 3.289 -1.636 0.00
```

The relative energy (zero: lowest compared OMol25 entry of this formula, charge and spin) is 121.2 kJ/mol. The frontier orbital gap (alpha / beta) comes out at 5.91 / 5.96 eV. The charge is -2. The total energy comes out at -295381.2260 eV. The multiplicity is 2. As for the expectation value of S²: 0.756.

***

# 2
Molecular formula: C33H40BO6P
Method: DFT, ωB97M-V/def2-TZVPD

Geometry as XYZ:
```
81
Properties=species:S:1:pos:R:3:lowdin_charge:R:1
P -3.531 -0.809 -1.498 0.67
O -6.682 1.104 -0.213 0.02
O -3.318 -2.334 -1.514 -0.33
O 0.183 -5.519 -1.253 0.05
O -0.465 -3.299 -0.950 -0.09
O -2.151 -0.101 -2.258 -0.20
O -4.886 -0.391 -2.429 -0.19
C -8.931 -3.899 0.141 -0.06
C 8.495 2.366 -2.664 -0.09
C 5.761 1.054 -0.627 -0.11
C 9.585 2.648 -1.846 -0.09
C -0.886 3.886 4.922 -0.10
C -1.285 -5.238 0.703 0.00
C -1.709 -1.548 1.564 -0.20
C -2.137 -0.071 1.084 -0.15
C -7.286 -2.273 1.565 -0.02
C 10.528 3.592 -2.243 -0.10
C 3.667 0.851 -1.802 -0.10
C -0.487 -4.690 -0.570 -0.37
C -2.122 4.525 4.902 -0.10
C -8.148 -3.582 1.465 -0.06
C -0.368 3.334 3.755 -0.10
C 9.283 3.980 -4.270 -0.10
C -0.129 -1.780 1.720 -0.18
C 0.826 -2.724 -0.628 -0.19
C -7.984 -1.558 -0.925 0.00
C -8.823 -2.852 -0.998 -0.08
C 8.346 3.030 -3.878 -0.09
C 5.398 -0.794 -2.132 -0.09
C -6.293 0.063 0.399 -0.33
C -4.920 0.052 1.211 -0.06
C -7.183 -1.277 0.387 -0.09
C -2.840 4.614 3.713 -0.10
C 0.743 -1.478 0.408 -0.16
C 6.218 -0.111 -1.238 -0.12
C 4.121 -0.316 -2.410 -0.10
C -1.083 3.428 2.565 -0.11
C 4.488 1.537 -0.912 -0.09
C -2.318 4.070 2.544 -0.10
C 10.375 4.261 -3.454 -0.10
B -3.593 -0.241 0.329 -0.24
H 4.135 2.448 -0.440 0.10
H -3.805 5.109 3.698 0.10
H -0.326 3.818 5.849 0.10
H 3.480 -0.852 -3.101 0.10
H 0.593 2.831 3.772 0.10
H -1.427 0.364 0.304 0.08
H -2.237 0.647 1.970 0.10
H -2.526 4.954 5.813 0.10
H 11.107 5.000 -3.762 0.10
H 9.163 4.503 -5.214 0.10
H 0.317 -1.241 2.633 0.12
H -7.958 -0.843 -1.810 0.11
H 9.701 2.132 -0.899 0.10
H 1.539 -3.499 -0.153 0.14
H -4.792 1.076 1.733 0.14
H -4.984 -0.723 2.071 0.12
H -2.093 -5.994 0.394 0.10
H 7.211 -0.487 -1.018 0.10
H 2.672 1.225 -2.022 0.10
H 7.763 1.627 -2.355 0.07
H -6.734 -2.088 2.549 0.09
H 1.832 -1.328 0.773 0.12
H 7.497 2.808 -4.516 0.10
H 6.400 1.586 0.071 0.10
H -2.236 -2.329 0.908 0.08
H 5.754 -1.700 -2.611 0.10
H -9.410 -3.040 -1.962 0.09
H 0.468 -0.520 -0.148 0.09
H 1.400 -2.334 -1.555 0.13
H -8.230 -4.331 2.335 0.09
H -1.827 -4.355 1.187 0.06
H -9.563 -4.847 0.007 0.09
H -0.572 -5.669 1.501 0.10
H 11.381 3.808 -1.609 0.10
H -5.104 -1.228 -2.920 0.09
H 0.008 -2.910 1.945 0.11
H -1.345 -0.588 -1.975 0.06
H -2.161 -1.688 2.623 0.13
H -2.874 4.146 1.615 0.10
H -0.678 3.001 1.653 0.10
```

Its SMILES is CC(=O)OCCCCCB(CC(=O)c1ccccc1)P(=O)(O)O.c1ccccc1.c1ccccc1.c1ccccc1. The frontier orbital gap comes out at 8.54 eV. The total energy comes out at -57115.4870 eV. The multiplicity is 1.

***

# 3
Molecular formula: C4H10OS
Method: DFT, ωB97M-V/def2-TZVPD

Geometry as XYZ:
```
16
Properties=species:S:1:pos:R:3:nbo_charge:R:1
S 1.656 -2.575 -1.263 -0.07
O -1.752 1.597 -0.343 -0.73
C -0.244 0.372 0.970 -0.40
C 0.612 -1.111 -0.836 -0.50
C -0.322 -1.005 0.312 -0.46
C -0.376 1.625 0.102 -0.08
H -2.079 2.507 -0.137 0.47
H -0.483 -1.820 1.157 0.24
H 1.322 -0.296 -0.847 0.21
H -1.291 -0.802 -0.167 0.23
H -0.059 2.447 0.738 0.18
H 0.060 -1.095 -1.779 0.23
H 0.704 0.651 1.471 0.19
H -0.877 0.480 1.924 0.22
H 2.790 -2.516 -0.559 0.12
H 0.338 1.541 -0.741 0.17
```

The relative energy (zero: lowest compared OMol25 entry of this formula, charge and spin) is 151.0 kJ/mol. Its SMILES is OCCCCS. The frontier orbital gap comes out at 9.78 eV. The total energy comes out at -17191.2605 eV. The multiplicity is 1.

***

# 4
Molecular formula: C5H8N
Method: DFT, ωB97M-V/def2-TZVPD

Geometry as XYZ:
```
14
Properties=species:S:1:pos:R:3:nbo_charge:R:1
N 1.000 0.398 -0.222 -0.39
C -2.194 -0.786 -0.091 -0.34
C 0.405 -0.858 -0.627 0.01
C 1.223 0.505 1.200 -0.46
C -0.317 0.858 -0.673 0.03
C -1.010 -0.371 -0.296 -0.09
H 1.893 0.600 -0.744 0.47
H 0.669 -1.232 -1.705 0.26
H 0.475 0.859 1.873 0.26
H -2.929 -0.141 0.095 0.23
H -0.447 1.248 -1.717 0.26
H 1.598 -0.406 1.631 0.25
H 2.046 1.195 1.392 0.24
H -2.412 -1.870 -0.116 0.25
```

The relative energy (zero: lowest compared OMol25 entry of this formula, charge and spin) is 535.5 kJ/mol. Its SMILES is C=C1[C@@H]2[C@H]1[N@@H+]2C. The frontier orbital gap comes out at 8.52 eV. The charge is +1. The total energy comes out at -6792.5388 eV. The multiplicity is 1.

***

# 5
Molecular formula: C2H42O21
Method: DFT, ωB97M-V/def2-TZVPD

Geometry as XYZ:
```
65
Properties=species:S:1:pos:R:3:nbo_charge:R:1
O -3.384 -0.185 0.693 -1.02
O -0.930 -2.913 -2.503 -1.00
O 0.931 -3.369 0.100 -0.93
O 3.009 -1.005 -1.055 -0.99
O -1.590 -1.918 2.178 -1.02
O 0.714 3.374 0.245 -1.02
O 1.841 1.531 -2.265 -0.97
O -2.295 -3.671 -0.195 -0.97
O -0.390 4.027 2.592 -0.97
O 4.224 1.354 0.481 -0.96
O 1.985 1.275 2.909 -0.99
O 1.860 -2.838 -2.642 -0.93
O -0.645 1.327 3.814 -0.97
O 0.330 -0.258 -3.972 -0.97
O 1.447 -1.803 3.007 -0.94
O 1.692 0.816 0.372 -1.03
O -2.701 0.055 -2.352 -0.98
O -2.852 1.791 2.340 -1.01
O -1.250 -1.077 -0.459 -0.99
O -1.892 2.819 0.012 -1.01
O -1.350 1.742 -4.214 -0.98
C 0.418 0.201 0.585 -0.04
C -0.177 -0.278 -0.747 -0.10
H -0.691 1.031 -4.219 0.49
H 2.315 -0.480 -0.700 0.47
H -2.040 -0.047 -1.657 0.49
H 2.212 -2.124 2.419 0.47
H 0.767 -1.571 2.418 0.47
H -2.667 -4.095 0.586 0.45
H -2.439 -0.571 0.507 0.50
H 1.812 0.976 2.010 0.50
H 0.880 0.358 -3.502 0.50
H -0.186 -0.764 -3.320 0.50
H 1.783 -3.766 0.221 0.46
H -2.932 1.045 1.737 0.50
H 0.160 3.781 1.911 0.49
H -1.017 0.561 4.210 0.47
H -1.192 -1.473 1.409 0.49
H -2.275 0.479 -3.073 0.47
H 0.525 -0.645 1.232 0.08
H 1.207 2.269 -2.271 0.46
H -2.563 -1.770 2.218 0.49
H -2.037 1.619 2.867 0.48
H 3.290 1.191 0.358 0.50
H 0.484 -0.894 -1.329 0.12
H -1.707 -2.981 0.131 0.51
H -0.786 -3.732 -2.080 0.47
H -0.870 2.482 -3.778 0.46
H -1.135 -2.256 -1.774 0.52
H -0.419 0.528 -1.312 0.14
H 2.308 0.495 3.430 0.47
H 4.228 2.302 0.473 0.44
H 1.297 3.947 -0.269 0.47
H 1.157 2.436 0.264 0.52
H 0.998 -2.885 -2.278 0.49
H 2.121 -3.687 -2.294 0.45
H -3.949 -0.884 0.409 0.47
H 1.884 1.207 -1.391 0.50
H 2.436 -1.618 -1.526 0.47
H 0.215 1.010 3.464 0.51
H -0.207 0.961 1.009 0.18
H -2.018 2.622 0.937 0.49
H -0.915 2.877 -0.181 0.47
H 1.142 -2.500 0.407 0.47
H -0.169 3.567 3.402 0.47
```

The relative energy (zero: lowest compared OMol25 entry of this formula, charge and spin) is 102.8 kJ/mol. The frontier orbital gap comes out at 7.66 eV. The charge is -2. The total energy comes out at -45754.8511 eV. The multiplicity is 1.